16
Properties=species:S:1:pos:R:3:nbo_charge:R:1 method="wB97M-V/def2-TZVPD" total_charge=-1 largest_force_ev_per_a=5.1 relative_energy_kj_mol=864.4 molar_mass_g_mol=127.1 orbital_gap_ev=7.32
C -0.857 3.062 -0.978 -0.65
C -0.041 2.332 -0.522 -0.40
C -0.163 -0.673 -0.988 -0.69
C 0.577 -0.060 1.340 -0.73
C 0.949 -0.175 -0.102 0.50
N 2.135 -0.172 -0.680 -0.40
N 3.288 -0.085 -0.013 0.60
O 3.337 -0.258 1.258 -0.48
O 4.312 0.233 -0.626 -0.39
H -1.841 3.320 -1.272 0.18
H -0.553 0.144 -1.729 0.29
H -0.994 -0.854 -0.344 0.20
H 0.080 -1.557 -1.524 0.22
H 1.190 0.822 1.772 0.28
H -0.462 0.150 1.203 0.23
H 0.726 -0.824 2.194 0.24


16
Properties=species:S:1:pos:R:3:nbo_charge:R:1 method="wB97M-V/def2-TZVPD" total_charge=-1 largest_force_ev_per_a=0.8 relative_energy_kj_mol=0.0 molar_mass_g_mol=127.1 orbital_gap_ev=8.40
O 0.855 0.429 -2.016 -0.79
O -0.896 -0.966 -1.614 -0.81
C -0.051 -0.384 -2.347 0.76
C -0.111 -0.744 -3.857 -0.73
H 0.541 -1.615 -4.037 0.20
H -1.138 -1.004 -4.164 0.19
H 0.241 0.094 -4.481 0.20
N -0.353 0.327 3.862 -0.50
C -0.873 -0.268 2.800 0.15
C 0.669 1.105 3.374 -0.13
C 0.769 0.978 2.006 -0.10
N -0.225 0.098 1.658 -0.52
H -1.710 -0.965 2.801 0.19
H 1.284 1.718 4.034 0.19
H 1.438 1.423 1.269 0.23
H -0.440 -0.227 0.712 0.47


16
Properties=species:S:1:pos:R:3:nbo_charge:R:1 method="wB97M-V/def2-TZVPD" total_charge=+1 largest_force_ev_per_a=4.2 relative_energy_kj_mol=548.3 molar_mass_g_mol=127.1 orbital_gap_ev="7.66 / 7.66"
C -2.498 -0.311 0.695 0.42
C 2.309 1.445 -0.379 0.60
C -1.346 -0.680 -0.177 -0.53
C -0.240 0.339 -0.206 -0.42
C 1.062 -0.383 -0.516 -0.25
N 1.968 -1.482 1.443 0.27
N 1.627 -1.081 0.475 0.10
O -2.504 0.547 1.570 -0.49
O 3.025 1.505 0.500 -0.32
H -3.464 -0.685 0.373 0.14
H 2.088 2.049 -1.179 0.21
H -1.886 -0.766 -1.226 0.25
H -1.049 -1.639 0.181 0.24
H -0.514 1.082 -0.886 0.25
H 0.035 0.848 0.823 0.25
H 1.388 -0.786 -1.491 0.28


18
Properties=species:S:1:pos:R:3:nbo_charge:R:1 method="wB97M-V/def2-TZVPD" total_charge=-1 largest_force_ev_per_a=5.5 relative_energy_kj_mol=521.3 molar_mass_g_mol=175.2 orbital_gap_ev=7.71
C -0.318 1.157 -0.733 0.10
C 1.050 -0.717 -1.129 0.13
C -2.388 -0.162 -0.930 -0.05
C 2.191 -1.628 -0.581 -0.74
C 1.524 0.949 0.703 -0.44
N -1.373 0.479 -0.711 -0.31
N 0.870 0.466 -0.502 -0.43
O -2.484 -0.244 1.754 -1.02
O -4.112 1.010 0.412 -1.01
O -4.203 -1.435 0.494 -1.00
S -3.388 -0.243 0.597 2.34
H -0.190 2.238 -0.818 0.18
H 2.653 -2.338 -1.360 0.22
H 2.964 -0.868 -0.253 0.18
H 1.848 -2.160 0.317 0.23
H 2.193 1.834 0.389 0.17
H 0.840 1.379 1.313 0.22
H 2.323 0.283 1.038 0.22


18
Properties=species:S:1:pos:R:3:nbo_charge:R:1 method="wB97M-V/def2-TZVPD" total_charge=-1 largest_force_ev_per_a=4.8 relative_energy_kj_mol=113.3 molar_mass_g_mol=175.2 orbital_gap_ev=7.52 smiles="Cc1c(S(=O)(=O)[O-])ncn1C"
C -0.302 1.579 0.051 -0.64
C -0.050 0.152 0.196 0.08
C 1.184 -0.485 0.095 -0.19
S 2.771 0.328 0.005 2.40
O 2.649 1.579 0.721 -1.04
O 3.711 -0.607 0.583 -1.00
O 2.962 0.681 -1.428 -1.03
N 0.974 -1.849 0.013 -0.43
C -0.291 -2.002 0.001 0.16
N -0.983 -0.861 0.105 -0.35
C -2.414 -0.548 -0.084 -0.38
H 0.536 2.191 -0.155 0.28
H -0.986 1.869 -0.662 0.20
H -0.641 2.197 1.054 0.19
H -0.921 -2.835 -0.162 0.16
H -2.882 -1.425 -0.090 0.19
H -2.664 -0.071 0.850 0.21
H -2.653 0.109 -1.093 0.20


15
Properties=species:S:1:pos:R:3:nbo_charge:R:1 method="wB97M-V/def2-TZVPD" largest_force_ev_per_a=5.8 relative_energy_kj_mol=483.6 molar_mass_g_mol=109.1 orbital_gap_ev=10.28 smiles="C=NN1[C@H](C)[C@@H]1C#N"
C 0.664 -1.819 1.007 -0.12
N -0.415 -1.112 0.953 -0.26
N -0.032 0.227 1.150 -0.25
C -0.880 1.070 0.417 -0.05
C -1.921 0.398 -0.390 -0.63
C 0.531 0.951 0.064 -0.21
C 1.025 0.355 -1.167 0.26
N 1.603 0.016 -2.166 -0.30
H 1.699 -1.285 1.287 0.20
H 0.413 -2.926 0.601 0.22
H -1.415 1.997 0.714 0.22
H -1.573 -0.370 -1.106 0.23
H -2.236 1.137 -1.130 0.21
H -2.791 0.130 0.156 0.23
H 1.291 1.666 0.334 0.25


15
Properties=species:S:1:pos:R:3:nbo_charge:R:1 method="wB97M-V/def2-TZVPD" largest_force_ev_per_a=8.1 relative_energy_kj_mol=647.9 molar_mass_g_mol=109.1 orbital_gap_ev=7.98 smiles="N/N=C1/C=CC(N)=C1"
N -2.687 -0.612 -0.076 -0.60
N -2.110 0.556 -0.205 -0.11
C -0.877 0.515 -0.114 0.05
C -0.019 1.591 -0.024 -0.13
C 1.300 1.260 -0.065 -0.32
C 1.274 -0.100 0.053 0.18
N 2.503 -0.785 -0.389 -0.74
C -0.019 -0.662 0.142 -0.46
H -3.724 -0.804 0.032 0.41
H -1.840 -1.410 0.071 0.37
H -0.653 2.414 -0.236 0.22
H 2.059 1.995 0.180 0.23
H 2.031 -1.877 -0.039 0.35
H 3.073 -0.440 0.672 0.35
H -0.310 -1.641 -0.001 0.19


15
Properties=species:S:1:pos:R:3:nbo_charge:R:1 method="wB97M-V/def2-TZVPD" largest_force_ev_per_a=5.6 relative_energy_kj_mol=579.1 molar_mass_g_mol=109.1 orbital_gap_ev=8.86
C -3.697 -0.343 0.158 -0.43
N -2.405 -0.712 -0.217 -0.47
C -1.469 0.044 0.028 0.42
N -0.987 1.361 0.427 -0.34
C -0.019 0.596 0.002 0.21
C 1.360 0.253 -0.258 0.04
N 2.323 -0.003 0.518 -0.36
C 3.642 -0.155 0.122 -0.45
H -4.559 -1.113 -0.107 0.19
H -3.948 0.414 -0.504 0.20
H -3.840 -0.079 1.191 0.20
H 1.437 0.259 -1.421 0.17
H 4.154 0.865 0.355 0.23
H 4.036 -0.259 -0.934 0.18
H 3.970 -1.127 0.640 0.22


15
Properties=species:S:1:pos:R:3:nbo_charge:R:1 method="wB97M-V/def2-TZVPD" largest_force_ev_per_a=5.2 relative_energy_kj_mol=555.2 molar_mass_g_mol=109.1 orbital_gap_ev=9.38
H -1.963 2.121 -2.574 0.35
N -2.230 1.578 -1.761 -0.58
C -1.419 0.883 -1.180 0.38
C 0.109 0.436 -1.304 -0.26
C 0.335 -0.330 -0.292 -0.10
C 1.499 -0.978 0.518 -0.24
N 1.538 0.013 1.809 -0.87
C -0.982 -0.621 0.300 0.06
N -1.968 0.216 0.062 -0.39
H 0.797 0.998 -2.029 0.24
H 2.522 -1.264 -0.221 0.24
H 1.067 -2.042 1.096 0.21
H 0.982 1.004 1.834 0.40
H 0.986 -0.685 2.584 0.36
H -1.273 -1.329 1.157 0.20


16
Properties=species:S:1:pos:R:3:nbo_charge:R:1 method="wB97M-V/def2-TZVPD" largest_force_ev_per_a=6.0 relative_energy_kj_mol=235.5 molar_mass_g_mol=125.1 orbital_gap_ev=8.53 smiles="Cc1c(N)[nH]cnc1=O"
C 0.500 -1.065 1.556 -0.68
C -0.154 -0.388 0.499 -0.21
C 0.581 0.252 -0.442 0.34
N 1.896 0.430 -0.467 -0.80
N -0.171 0.840 -1.526 -0.59
C -1.500 0.798 -1.416 0.33
N -2.279 0.177 -0.577 -0.50
C -1.647 -0.251 0.545 0.61
O -2.183 -0.782 1.551 -0.60
H 1.501 -1.525 1.578 0.22
H 0.760 -0.334 2.306 0.23
H -0.218 -1.631 2.133 0.27
H 2.330 -0.542 -0.076 0.41
H 2.262 0.655 -1.564 0.39
H 0.256 1.931 -1.770 0.41
H -1.934 1.436 -2.330 0.17


16
Properties=species:S:1:pos:R:3:nbo_charge:R:1 method="wB97M-V/def2-TZVPD" largest_force_ev_per_a=4.5 relative_energy_kj_mol=60.4 molar_mass_g_mol=125.1 orbital_gap_ev=8.98 smiles="Cc1nccn1C(N)=O"
C -0.528 2.177 -0.195 -0.65
C -0.923 0.745 -0.066 0.36
N -2.105 0.246 -0.165 -0.47
C -2.055 -1.115 -0.033 -0.08
C -0.699 -1.435 0.205 -0.14
N -0.016 -0.230 0.086 -0.43
C 1.642 -0.108 0.186 0.85
N 2.132 -1.351 0.155 -0.83
O 2.090 0.917 0.545 -0.54
H -0.060 2.516 0.723 0.24
H 0.329 2.427 -0.872 0.23
H -1.345 2.715 -0.527 0.23
H -2.938 -1.676 0.149 0.21
H -0.235 -2.362 0.160 0.19
H 1.564 -1.975 -0.506 0.42
H 3.147 -1.490 0.156 0.42


16
Properties=species:S:1:pos:R:3:nbo_charge:R:1 method="wB97M-V/def2-TZVPD" largest_force_ev_per_a=7.0 relative_energy_kj_mol=444.4 molar_mass_g_mol=125.1 orbital_gap_ev=9.53 smiles="N#C[C@H]1CCN1/C=N/O"
N -0.942 2.725 -0.432 -0.30
C -0.910 1.545 -0.128 0.24
C -1.106 0.210 0.600 -0.13
C -2.321 -0.745 0.290 -0.41
C -1.318 -1.567 -0.556 -0.23
N -0.185 -0.908 0.240 -0.40
C 1.067 -0.668 -0.311 0.18
N 1.922 0.110 0.383 -0.17
O 3.250 -0.082 -0.046 -0.57
H -0.845 0.557 1.680 0.25
H -3.050 -0.107 -0.255 0.23
H -2.673 -1.173 1.231 0.24
H -1.427 -1.348 -1.683 0.20
H -1.170 -2.717 -0.509 0.21
H 1.393 -1.398 -0.998 0.18
H 3.733 0.706 0.197 0.48


17
Properties=species:S:1:pos:R:3:nbo_charge:R:1 method="wB97M-V/def2-TZVPD" largest_force_ev_per_a=6.8 relative_energy_kj_mol=727.5 molar_mass_g_mol=141.1 orbital_gap_ev=7.85
C 1.445 1.765 1.534 -0.08
C 0.521 0.818 1.228 -0.09
C 1.304 1.788 -0.572 0.21
C -0.786 -1.146 -1.107 -0.69
C -0.664 0.237 -0.788 0.29
N 2.002 2.274 0.390 -0.43
N 0.385 0.865 -0.127 -0.45
N -1.965 1.006 -0.629 0.47
O -3.032 0.690 -1.137 -0.37
O -1.762 2.107 -0.134 -0.36
H 1.662 2.204 2.589 0.22
H -0.125 0.073 1.766 0.22
H 1.594 1.816 -1.657 0.21
H -1.535 -1.301 -1.726 0.25
H 0.025 -1.715 -1.510 0.26
H -1.040 -1.628 -0.118 0.22
H -0.464 1.084 -2.426 0.13


17
Properties=species:S:1:pos:R:3:nbo_charge:R:1 method="wB97M-V/def2-TZVPD" largest_force_ev_per_a=3.5 relative_energy_kj_mol=639.0 molar_mass_g_mol=141.1 orbital_gap_ev="7.39 / 8.42"
C -0.431 0.608 -1.997 0.22
C 1.211 -0.880 -0.999 0.60
C -1.310 0.842 1.499 -0.27
C -0.021 0.233 2.095 -0.30
C 0.827 0.411 -1.532 -0.26
N -1.471 0.607 -2.497 -0.30
N -0.057 1.423 1.272 0.07
N 0.146 -1.817 -1.043 -0.83
O 2.306 -1.168 -0.455 -0.58
O 0.595 1.630 0.238 -0.32
H -1.900 0.524 0.540 0.24
H -1.898 1.296 2.291 0.22
H -0.204 0.441 3.208 0.21
H 0.498 -0.787 1.960 0.26
H 1.595 1.105 -1.864 0.26
H -0.473 -1.798 -1.819 0.39
H 0.586 -2.669 -0.899 0.39


17
Properties=species:S:1:pos:R:3:nbo_charge:R:1 method="wB97M-V/def2-TZVPD" largest_force_ev_per_a=4.8 relative_energy_kj_mol=519.8 molar_mass_g_mol=141.1 orbital_gap_ev="9.12 / 9.12"
C 2.322 0.763 0.828 -0.05
C 1.238 -0.010 1.024 -0.14
C 1.196 1.125 -0.910 0.20
C -1.150 -1.763 -0.117 -0.72
C -0.614 -0.499 -0.657 0.13
N 2.312 1.451 -0.287 -0.45
N 0.543 0.225 -0.142 -0.37
N -1.774 1.038 -0.011 0.49
O -2.821 0.652 0.471 -0.38
O -1.226 2.130 -0.061 -0.37
H 3.123 0.916 1.546 0.20
H 1.120 -0.826 1.659 0.22
H 0.771 1.571 -1.734 0.21
H -2.299 -1.645 0.007 0.29
H -0.906 -2.651 -0.754 0.25
H -0.928 -2.118 0.899 0.24
H -0.906 -0.360 -1.760 0.24